# 1
78
Properties=species:S:1:pos:R:3:lowdin_charge:R:1 method="wB97M-V/def2-TZVPD" smiles=COC[C@H](C)N.COC[C@H](C)N.COC[C@H](C)N.CCO.CCO.CCO charge=0 e_lumo_ha=0.019 orbital_gap_ha=0.354 de_lowest_kj_mol=15.6 e_homo_ev=-9.10 spin_multiplicity=1
O 1.494 -3.254 -1.924 -0.1880
O -3.723 -2.438 4.509 -0.1877
O -2.379 3.648 -1.796 -0.0893
O -1.104 0.900 -0.949 -0.0730
O -1.930 -2.592 -5.612 -0.0791
O 3.322 2.028 -0.806 -0.1851
N -2.937 -0.352 6.467 0.0415
N 4.702 4.533 1.548 0.0293
N 3.245 -1.515 -0.512 0.0529
C 2.017 1.772 -0.339 -0.1222
C 2.838 -3.608 -1.700 -0.2215
C 3.777 4.070 0.488 -0.4587
C -2.602 -0.417 5.037 -0.4494
C 5.141 -2.640 -1.543 -0.0716
C -1.661 -1.009 0.381 -0.0790
C -3.649 -3.836 4.294 -0.1028
C -2.123 -2.572 -4.195 -0.3168
C -1.241 -1.567 -3.508 -0.0903
C 3.932 4.957 -0.709 -0.0695
C -1.323 0.375 4.782 -0.0731
C -2.181 0.204 -0.348 -0.3361
C 0.556 -3.941 -1.151 -0.1250
C -4.173 4.310 -3.300 -0.0902
C -3.565 3.196 -2.459 -0.3139
C 4.147 2.634 0.155 -0.2293
C 3.666 -2.358 -1.666 -0.4402
C -2.455 -1.844 4.614 -0.2465
H 4.259 2.004 1.052 0.1254
H -3.347 0.071 4.390 0.1392
H 3.254 4.656 -1.508 0.0808
H 3.650 5.981 -0.435 0.0775
H -1.477 -0.538 -3.817 0.0749
H -1.380 1.437 5.020 0.0734
H -3.291 2.348 -3.086 0.1078
H -2.991 -0.041 -1.050 0.1099
H 0.753 -3.805 -0.077 0.0943
H -0.201 -1.711 -3.795 0.0848
H 4.962 5.020 -1.055 0.0841
H 5.629 -2.912 -2.482 0.0786
H 1.510 1.044 -0.969 0.0694
H -3.469 4.692 -4.041 0.0794
H -3.252 -4.323 5.184 0.0897
H -1.859 -1.899 3.690 0.1193
H -5.058 3.974 -3.839 0.0766
H 2.936 -4.155 -0.750 0.1289
H -4.433 5.140 -2.637 0.0767
H -1.204 -1.744 -0.279 0.0393
H -3.179 -2.339 -4.014 0.1085
H -0.456 -0.011 5.326 0.0812
H -0.876 -0.723 1.089 0.0755
H -1.904 -3.559 -3.791 0.1086
H 2.255 -1.301 -0.617 0.0556
H -2.481 4.597 -1.670 0.0791
H -4.667 -4.152 4.057 0.0879
H -3.443 0.503 6.672 0.0709
H 4.721 3.874 2.319 0.0642
H -0.444 -3.549 -1.336 0.0599
H -2.722 0.823 0.389 0.1113
H 2.750 4.141 0.862 0.1293
H 1.987 1.465 0.711 0.0977
H -4.305 2.904 -1.708 0.1102
H 0.493 -5.021 -1.342 0.0917
H -3.102 -4.054 3.369 0.0871
H -1.425 -1.577 -2.437 0.0449
H 5.721 -1.766 -1.231 0.0754
H 5.325 -3.404 -0.785 0.0811
H 3.200 -4.305 -2.468 0.1324
H 3.450 -1.782 -2.577 0.1418
H 1.400 2.679 -0.426 0.0863
H 3.681 -0.605 -0.645 0.0544
H -1.495 1.492 -1.600 0.0536
H -1.819 -1.678 -5.890 0.0728
H 4.356 5.402 1.938 0.0679
H -1.863 -2.386 5.374 0.1359
H 5.162 2.668 -0.260 0.1325
H -1.090 0.312 3.710 0.0653
H -2.428 -1.470 1.006 0.0746
H -3.587 -1.097 6.699 0.0670


# 2
87
Properties=species:S:1:pos:R:3:lowdin_charge:R:1 method="wB97M-V/def2-TZVPD" s_squared=1.009 charge=0 e_lumo_ha="0.013 / 0.020" orbital_gap_ha="0.255 / 0.266" e_homo_ev="-6.59 / -6.70" spin_multiplicity=2
Co 0.202 0.235 -0.106 0.2505
P 1.674 -0.178 1.824 1.1275
P -1.639 0.287 -1.669 1.1232
N 0.350 2.421 0.188 0.0524
N -0.810 -1.310 0.676 -0.0390
C 4.444 -0.518 1.285 -0.0971
C -3.847 -3.177 -1.494 -0.1006
C 2.402 4.918 -2.515 -0.0809
C 2.097 2.678 -1.581 -0.1189
C 2.561 1.275 -1.634 -0.2136
C 3.263 -1.168 1.998 -0.5057
C 0.784 4.564 -0.813 -0.0467
C 2.234 -1.101 -1.771 -0.1625
C -3.223 1.308 -1.808 -0.5305
C -1.521 -2.549 4.076 -0.0870
C -1.750 -1.963 -0.073 -0.3006
C 1.738 0.153 -1.411 -0.1837
C 1.433 5.428 -1.669 -0.0893
C 3.045 -2.568 1.433 -0.1016
C 2.701 3.573 -2.475 -0.0350
C -0.817 -1.467 -3.743 -0.0978
C -2.357 -1.307 -1.165 -0.3253
C 0.505 -1.262 2.692 -0.3292
C 0.493 1.670 3.536 -0.1146
C 3.893 1.066 -2.016 -0.0735
C 1.887 1.138 3.168 -0.5033
C 3.506 -1.274 -2.292 -0.1023
C -2.963 2.716 -2.333 -0.1143
C -3.891 1.359 -0.437 -0.1164
C -1.720 -2.175 2.769 -0.0427
C -0.254 0.934 -4.022 -0.1158
C -0.683 -1.600 2.000 -0.3017
C 4.362 -0.186 -2.356 -0.1089
C 2.832 2.249 2.690 -0.1163
C 0.701 -1.678 4.001 -0.1128
C -3.419 -1.906 -1.829 -0.1202
C 1.087 3.206 -0.763 -0.2381
C -2.127 -3.298 0.173 -0.0442
C -1.304 -0.042 -3.495 -0.5080
C -3.153 -3.890 -0.524 -0.0832
C -0.287 -2.357 4.689 -0.1037
H 0.716 0.674 -3.606 0.0561
H 2.864 -2.509 0.362 0.0574
H 3.840 -2.251 -2.614 0.1018
H -4.112 0.353 -0.085 0.0679
H -3.896 0.793 -2.504 0.0989
H 2.931 5.570 -3.195 0.1032
H -2.695 -2.307 2.321 0.1106
H 0.119 1.192 4.438 0.0780
H 4.582 1.900 -2.028 0.1068
H 1.180 6.477 -1.683 0.1013
H -1.589 -3.864 0.920 0.1153
H -2.645 2.696 -3.372 0.0652
H 3.424 3.188 -3.176 0.1080
H 2.193 -3.054 1.905 0.0676
H -2.336 -2.990 4.633 0.1027
H -0.550 2.876 0.348 0.0920
H -0.120 -2.696 5.700 0.0941
H 4.236 -0.427 0.222 0.0476
H -3.876 3.310 -2.272 0.0782
H 2.324 0.667 4.053 0.0985
H -2.193 3.216 -1.748 0.0625
H 0.515 2.746 3.721 0.0732
H 4.669 0.469 1.678 0.0550
H 2.808 2.367 1.604 0.0591
H -0.558 -1.585 -4.796 0.0842
H -2.248 0.105 -4.036 0.1057
H 3.932 -3.179 1.599 0.0822
H -0.237 1.466 2.748 0.0550
H -0.195 0.871 -5.108 0.0807
H -4.824 1.920 -0.486 0.0788
H 5.330 -1.142 1.405 0.0834
H 1.600 -1.976 -1.656 0.0895
H 1.642 -1.474 4.492 0.1001
H -1.573 -2.208 -3.492 0.0628
H -0.473 1.963 -3.747 0.0590
H 0.843 2.433 1.081 0.0465
H 0.026 4.951 -0.143 0.1101
H -3.418 -4.919 -0.320 0.1034
H 5.388 -0.314 -2.672 0.1004
H 3.480 -1.236 3.073 0.1041
H 3.858 2.021 2.968 0.0669
H -4.687 -3.622 -2.007 0.0956
H -3.237 1.842 0.290 0.0702
H 0.071 -1.672 -3.152 0.0536
H 2.574 3.204 3.147 0.0749
H -3.915 -1.374 -2.629 0.1038


# 3
83
Properties=species:S:1:pos:R:3:lowdin_charge:R:1 method="wB97M-V/def2-TZVPD" charge=0 e_lumo_ha=0.017 orbital_gap_ha=0.264 e_homo_ev=-6.72 spin_multiplicity=1
Bi -0.288 0.743 0.004 1.8059
P 0.795 -2.374 -1.797 0.5745
F 1.095 1.051 -3.368 0.1086
F -1.107 1.435 -2.969 0.0465
F 0.413 3.062 -2.582 0.0948
F -0.083 2.460 -4.705 0.1444
O 1.056 -1.171 -0.960 -0.4479
N -0.394 -2.368 -2.993 -0.2814
N -1.542 2.853 0.641 -0.1753
N 1.311 3.038 0.761 0.0951
N 0.335 -3.652 -0.820 -0.3079
N 2.325 0.655 1.445 -0.1272
N 2.246 -2.845 -2.484 -0.3082
N -0.200 1.593 2.794 -0.1120
C -1.967 3.089 2.014 -0.1865
C 0.587 4.132 0.641 -0.2856
C 1.081 5.379 1.014 -0.0123
C -1.732 -1.948 -2.608 -0.1130
C 2.523 3.081 1.272 -0.2710
C -2.999 -0.498 2.726 -0.0716
C -4.018 -0.380 0.446 -0.0622
C -2.903 -1.028 1.288 -0.7015
C 3.095 4.279 1.694 -0.0164
C 1.059 1.346 3.460 -0.2011
C -0.033 -1.783 -4.277 -0.0825
C -0.840 2.862 3.031 -0.2020
C -1.564 -0.780 0.649 -0.3988
C -0.789 3.964 0.058 -0.1563
C -3.159 -2.543 1.347 -0.0731
C 2.360 5.445 1.547 -0.0497
C -0.616 -4.694 -1.106 -0.1178
C 3.249 -1.866 -2.849 -0.1042
C 2.323 -4.091 -3.212 -0.1078
C 3.250 1.757 1.371 -0.1507
C 1.877 0.250 2.751 -0.2209
C 0.983 -3.730 0.469 -0.1083
B 0.093 2.004 -3.426 -1.4063
H -4.023 -0.798 -0.556 0.0772
H -2.796 2.415 2.236 0.0965
H 2.774 6.396 1.849 0.1080
H 0.485 6.269 0.881 0.1122
H 3.287 -1.697 -3.930 0.0844
H 4.234 -2.216 -2.522 0.0840
H -1.115 -1.699 0.306 -0.0468
H -3.962 -0.765 3.158 0.0835
H 1.644 2.269 3.465 0.1083
H 2.271 -3.949 -4.297 0.0821
H 3.930 1.794 2.240 0.1248
H -0.087 3.647 2.935 0.1065
H -1.448 -4.675 -0.391 0.0771
H 2.716 -0.023 3.422 0.1180
H -2.395 -3.025 1.953 0.0783
H -1.837 -0.862 -2.649 0.0747
H -2.354 2.690 0.055 0.1109
H -2.333 4.118 2.133 0.1251
H 1.497 -4.726 -2.903 0.0682
H 3.266 -4.599 -2.988 0.0876
H -0.835 0.821 2.940 0.0650
H -2.913 0.582 2.753 0.0405
H 4.088 4.293 2.120 0.1115
H -3.856 0.691 0.361 0.0608
H -1.010 -4.548 -2.108 0.0727
H 1.250 -0.632 2.611 0.1043
H -1.282 2.955 4.043 0.1286
H -0.654 3.758 -1.005 0.1089
H -0.714 -2.175 -5.038 0.0932
H 0.327 -3.397 1.281 0.0746
H -2.217 -0.931 3.348 0.0819
H -4.993 -0.555 0.899 0.0797
H -1.949 -2.275 -1.596 0.0439
H 0.921 1.036 4.510 0.1230
H 3.867 1.648 0.474 0.1369
H 1.294 -4.758 0.669 0.0851
H -0.144 -5.682 -1.043 0.0835
H -3.128 -2.977 0.350 0.0640
H -1.349 4.901 0.164 0.1278
H 1.861 -3.087 0.454 0.0713
H 3.010 -0.926 -2.361 0.0696
H 0.984 -2.054 -4.541 0.0644
H -4.134 -2.760 1.778 0.0805
H -0.112 -0.695 -4.264 0.0761
H 2.558 -0.117 0.841 0.0879
H -2.448 -2.402 -3.299 0.0938


# 4
16
Properties=species:S:1:pos:R:3:lowdin_charge:R:1 method="wB97M-V/def2-TZVPD" smiles="C1=C[C@H]2NN=C[C@@H]2C1" charge=0 e_lumo_ha=0.037 orbital_gap_ha=0.327 de_lowest_kj_mol=609.6 e_homo_ev=-7.88 spin_multiplicity=1
N -1.926 -1.637 -0.218 -0.0470
N -1.498 -0.854 -1.105 -0.1129
C -0.526 0.212 -0.660 -0.2696
C 1.045 0.713 1.118 -0.1352
C -1.447 -1.217 0.999 -0.0946
C 0.880 0.556 -1.217 -0.0889
C -0.121 -0.326 0.749 -0.2339
C 1.665 1.134 -0.287 -0.0821
H -1.446 -1.447 -1.994 0.1702
H 0.636 1.869 1.265 0.1476
H -1.638 -1.892 1.978 0.1182
H 1.765 0.724 1.971 0.0964
H 0.594 -1.129 0.432 0.1275
H 0.688 0.828 -2.219 0.0793
H -1.398 0.966 -0.255 0.1922
H 2.727 1.500 -0.558 0.1329


Number 1: DFT total energy -36245.782 eV. Number 2: DFT total energy -97263.888 eV. Number 3: DFT total energy -62720.559 eV. Number 4: DFT total energy -9325.390 eV.